[1]
Below is C25H26N2O4 in the gas phase, with properties calculated with ωB97M-V/def2-TZVPD.

Each line ends with the natural charge from an NBO analysis.
Positions of all 57 atoms, in Å:
C (-1.351471, 4.867970, -0.006385)  -0.237
O (-0.697470, 5.382452, 1.137428)  -0.501
C (0.608102, 5.088678, 1.380876)  0.281
C (1.280766, 6.025572, 2.166010)  -0.251
C (2.614100, 5.864365, 2.471497)  -0.196
C (3.306995, 4.776541, 1.973090)  -0.227
C (2.660312, 3.811254, 1.214246)  -0.055
C (3.465012, 2.626724, 0.731787)  -0.243
N (3.076462, 2.141977, -0.576500)  -0.424
C (3.067434, 3.097769, -1.657249)  -0.416
C (2.549178, 0.908701, -0.677157)  0.695
O (2.570101, 0.100187, 0.238363)  -0.664
C (1.914116, 0.541641, -2.015303)  -0.336
N (1.175662, -0.684361, -1.851850)  -0.602
C (-0.179436, -0.698106, -1.923028)  0.655
O (-0.822377, 0.208751, -2.420336)  -0.629
C (-0.812541, -1.942865, -1.402524)  -0.083
C (-1.923497, -2.456684, -2.064166)  -0.172
C (-2.549405, -3.595804, -1.601000)  -0.209
C (-2.089521, -4.241371, -0.454339)  -0.051
C (-2.755037, -5.454942, 0.041529)  0.034
C (-4.144824, -5.549574, 0.048861)  -0.230
C (-4.769636, -6.690350, 0.517014)  -0.193
C (-4.017037, -7.757217, 0.978799)  -0.217
C (-2.634645, -7.674933, 0.973307)  -0.204
C (-2.007876, -6.532359, 0.512049)  -0.225
C (-0.992072, -3.707604, 0.218909)  -0.196
C (-0.358564, -2.571848, -0.246593)  -0.216
C (1.295404, 3.947176, 0.938628)  0.204
O (0.630393, 2.971147, 0.206643)  -0.550
C (0.025118, 1.967099, 0.999460)  -0.259
H (-2.194672, 5.537711, -0.178884)  0.189
H (-0.696383, 4.873798, -0.879380)  0.183
H (-1.728053, 3.855539, 0.151768)  0.180
H (0.721647, 6.878305, 2.516687)  0.226
H (3.120882, 6.598170, 3.078977)  0.216
H (4.359674, 4.662643, 2.185484)  0.209
H (4.526002, 2.902123, 0.716080)  0.203
H (3.344426, 1.784011, 1.421720)  0.258
H (3.697835, 3.939699, -1.377309)  0.218
H (3.464843, 2.650082, -2.568300)  0.206
H (2.058525, 3.469187, -1.853194)  0.210
H (1.204014, 1.312108, -2.327263)  0.259
H (2.687007, 0.423074, -2.783831)  0.216
H (1.634091, -1.372483, -1.270068)  0.414
H (-2.280011, -1.949710, -2.948258)  0.230
H (-3.393568, -4.001925, -2.138701)  0.217
H (-4.736728, -4.713651, -0.294576)  0.215
H (-5.848490, -6.747439, 0.523255)  0.212
H (-4.505916, -8.649216, 1.341741)  0.214
H (-2.042668, -8.505843, 1.328883)  0.214
H (-0.928861, -6.479684, 0.494932)  0.214
H (-0.647776, -4.176637, 1.129159)  0.216
H (0.468422, -2.157755, 0.313536)  0.224
H (0.773495, 1.350862, 1.505932)  0.192
H (-0.645152, 2.398957, 1.750657)  0.176
H (-0.546332, 1.348092, 0.308887)  0.205

Forces on the atoms, in the same order (eV/Å):
C -0.24 -0.03 -0.34
O 0.18 -0.14 0.33
C 0.12 0.07 -0.02
C -0.13 -0.12 -0.09
C -0.04 0.01 0.00
C -0.02 -0.11 -0.04
C -0.03 0.06 -0.08
C -0.01 -0.29 0.27
N 0.40 0.05 0.14
C -0.17 -0.01 -0.25
C 0.13 0.01 -0.29
O -0.12 -0.25 0.18
C -0.15 -0.08 0.06
N 0.40 -0.02 0.09
C 0.14 -0.10 -0.17
O -0.19 0.12 -0.03
C -0.26 -0.16 0.17
C 0.12 0.18 0.00
C 0.05 -0.03 0.08
C 0.16 0.26 -0.06
C -0.13 -0.24 0.10
C 0.08 0.03 -0.01
C -0.09 -0.06 -0.01
C -0.03 -0.06 0.03
C 0.01 -0.09 0.07
C -0.02 0.08 -0.04
C -0.10 -0.12 -0.03
C 0.02 0.09 -0.18
C -0.21 -0.08 -0.06
O 0.25 0.63 0.09
C -0.18 -0.27 0.28
H 0.06 -0.06 -0.01
H -0.04 0.00 0.04
H 0.06 0.06 -0.01
H -0.07 0.11 0.02
H 0.04 0.08 0.05
H 0.13 -0.02 -0.01
H -0.11 -0.01 0.06
H 0.12 0.17 -0.13
H 0.01 -0.02 -0.06
H 0.01 0.08 -0.02
H 0.00 0.07 -0.01
H 0.16 -0.04 -0.05
H -0.07 0.16 0.06
H -0.16 0.06 -0.07
H -0.04 0.05 -0.07
H -0.06 -0.04 -0.05
H -0.05 0.08 -0.03
H -0.08 0.00 0.01
H -0.04 -0.07 0.03
H 0.04 -0.06 0.02
H 0.09 0.01 -0.01
H 0.01 -0.03 0.08
H 0.10 0.06 0.04
H -0.02 0.04 -0.04
H -0.01 0.03 -0.07
H -0.03 -0.05 0.06

Calculated values
Energy above the lowest of the compared OMol25 structures with the same formula, charge and spin (eV): 0.584
Energy (eV): -37517.5464
E_LUMO (Eh): 0.022
Frontier orbital gap (eV): 9.2
Largest force on an atom (eV/Å): 0.684
M (Da): 418.49

---

[2]
Below is a gas-phase ion, C2H7N4S (charge +1) in a non-equilibrium geometry, with properties calculated with ωB97M-V/def2-TZVPD.

Each line ends with the natural charge from an NBO analysis.
Positions of all 14 atoms, in Å:
C (0.556610, 0.913357, -0.163253)  0.627
C (-0.560601, -0.976644, 0.689898)  -0.112
N (-0.515560, 0.467239, 0.563337)  -0.590
N (1.504051, -0.010369, -0.181903)  -0.784
N (0.660664, 2.194391, -0.589434)  -0.757
N (-1.391754, -1.738046, -0.157262)  -0.829
S (1.284532, -1.392059, 0.753985)  0.652
H (-1.023319, -1.160810, 1.788923)  0.242
H (-1.146662, 1.096462, 1.058902)  0.441
H (2.368518, 0.200665, -0.666352)  0.445
H (-0.216553, 2.451290, -1.097771)  0.426
H (1.405532, 2.452287, -1.223370)  0.420
H (-0.894776, -2.032679, -1.031186)  0.391
H (-2.030683, -2.465084, 0.255487)  0.427

Forces on the atoms, in the same order (eV/Å):
C -1.86 0.34 1.54
C -2.32 0.43 4.12
N 0.20 0.86 -1.88
N 0.65 1.90 -2.27
N -1.71 0.09 -1.18
N 0.69 -0.84 -1.48
S 0.92 -3.66 1.77
H 1.60 0.32 -2.24
H 0.15 -0.13 -0.48
H 0.20 -0.40 0.15
H 0.74 0.12 1.09
H 0.51 -0.31 0.36
H -1.16 0.07 1.09
H 1.38 1.20 -0.57

Calculated values
Energy above the lowest of the compared OMol25 structures with the same formula, charge and spin (eV): 0.000
Energy (eV): -18972.7851
Total charge: +1
⟨S²⟩: 2.0055
E_LUMO (spin up / spin down) (Eh): -0.120 / -0.250
Frontier orbital gap (spin up / spin down) (eV): 6.4 / 7.4
2S+1: 3
Largest force on an atom (eV/Å): 4.744
M (Da): 119.17

---

[3]
Below is a molecular structure, C21H22IN7O8S3W in a non-equilibrium geometry, with properties calculated with ωB97M-V/def2-TZVPD.

Each line ends with the natural charge from an NBO analysis.
Positions of all 63 atoms, in Å:
W (10.615107, 9.128944, 12.320308)  1.864
O (9.715512, 9.259003, 14.199569)  -0.508
N (9.914294, 10.321467, 14.958013)  0.226
N (10.900973, 10.975088, 14.557230)  0.207
O (11.546271, 10.473929, 13.522543)  -0.526
C (11.419132, 12.176149, 15.142815)  0.107
C (10.883986, 12.736926, 16.268717)  -0.199
C (11.415867, 13.960377, 16.779215)  -0.185
C (12.439519, 14.544685, 16.128656)  -0.163
C (13.007248, 13.960840, 14.971216)  -0.163
C (12.533028, 12.731715, 14.507526)  -0.227
H (10.046221, 12.218311, 16.753118)  0.247
H (11.017698, 14.382416, 17.691435)  0.250
H (12.936385, 15.454170, 16.453911)  0.245
H (13.825436, 14.472287, 14.502869)  0.239
H (12.973666, 12.203167, 13.660067)  0.242
O (11.678650, 8.516923, 8.902882)  -0.881
S (10.658770, 8.003685, 9.743422)  2.572
O (9.710500, 7.049659, 9.277691)  -0.881
O (9.971310, 9.263234, 10.401788)  -0.965
O (11.150480, 7.540688, 11.191561)  -0.929
C (8.185782, 5.528532, 12.884360)  -0.258
O (9.529956, 6.222638, 13.050302)  -0.429
C (9.529069, 7.436082, 12.750698)  0.707
O (8.661423, 8.108906, 12.217542)  -0.512
H (8.260383, 4.584261, 13.424067)  0.240
H (8.061739, 5.319089, 11.830312)  0.225
H (7.390064, 6.186467, 13.198221)  0.215
I (14.815639, 4.588259, 14.457141)  0.307
C (13.571258, 6.223597, 14.304225)  -0.299
C (13.266701, 7.135605, 15.262822)  -0.013
N (12.404362, 8.049264, 14.771844)  -0.326
N (12.121235, 7.807220, 13.458230)  -0.348
C (12.846026, 6.706776, 13.142279)  0.010
H (13.518569, 7.211103, 16.299440)  0.256
H (11.848056, 8.668056, 15.305113)  0.421
H (12.831881, 6.323525, 12.090841)  0.280
S (14.971835, 9.979171, 10.818884)  0.595
C (13.630979, 9.661808, 11.831088)  -0.099
N (12.470664, 10.034470, 11.344119)  -0.542
C (12.649126, 10.730376, 10.147703)  0.212
C (11.708298, 11.379031, 9.355975)  -0.231
C (12.181640, 11.964404, 8.206518)  -0.168
C (13.543836, 11.954903, 7.786537)  -0.170
C (14.474897, 11.389505, 8.552960)  -0.189
C (13.987628, 10.744140, 9.703010)  -0.280
H (13.788732, 9.151672, 12.791892)  0.252
H (10.650923, 11.360280, 9.512459)  0.234
H (11.440398, 12.382430, 7.534552)  0.227
H (13.746990, 12.528297, 6.877912)  0.243
H (15.482971, 11.614887, 8.388390)  0.243
S (9.305745, 11.335496, 12.190520)  -0.013
C (7.913344, 11.124065, 11.157277)  0.384
N (6.926792, 12.076055, 11.154814)  -0.567
C (6.074045, 11.976698, 9.991388)  -0.228
C (6.231958, 10.466181, 9.747173)  -0.229
N (7.549583, 10.173283, 10.347241)  -0.523
H (6.965722, 12.899402, 11.767018)  0.437
H (6.459006, 12.610820, 9.205534)  0.211
H (5.020188, 12.212781, 10.115216)  0.245
H (6.198277, 10.209387, 8.701286)  0.239
H (5.451827, 9.874117, 10.210954)  0.222
H (8.089374, 9.430973, 10.105119)  0.444

Forces on the atoms, in the same order (eV/Å):
W -0.74 0.01 0.06
O 0.00 0.67 0.73
N -0.13 -0.33 0.06
N -0.48 -0.89 0.39
O 0.63 0.62 -0.33
C 1.03 0.47 -0.28
C -0.84 0.54 1.17
C -1.50 -1.94 0.24
C 1.95 0.54 -1.61
C -0.78 -0.88 0.59
C 0.33 0.75 -0.36
H 0.35 0.48 -0.06
H -0.11 -0.07 -0.05
H -0.45 -0.01 0.25
H 0.27 -0.08 -0.26
H -0.08 0.47 0.24
O 0.23 -0.95 0.00
S -0.29 0.05 0.38
O 0.19 0.44 0.15
O 0.32 0.19 -0.15
O 0.86 0.06 -1.58
C 0.69 -0.28 -0.41
O -0.66 -1.05 0.81
C -0.31 -0.54 -0.34
O -0.18 1.18 0.18
H 0.08 0.45 0.16
H 0.20 0.04 -0.26
H 0.02 0.11 0.44
I -0.12 0.16 -0.08
C -0.63 0.58 -2.07
C -0.74 0.52 0.73
N 0.56 -0.78 -1.15
N 0.72 -0.76 0.67
C 0.02 -0.19 -0.01
H 0.29 -0.18 0.31
H -0.42 0.58 0.42
H 0.04 0.37 1.39
S 0.33 -0.69 1.69
C 1.22 -0.36 -0.03
N -0.01 -0.61 0.40
C 0.40 0.01 -0.62
C 0.34 0.22 -0.81
C -0.16 -0.33 -0.64
C -2.45 1.52 -1.06
C -0.75 -0.34 1.31
C -0.38 0.48 0.04
H -0.23 0.38 -0.76
H -0.22 0.05 0.42
H 0.16 0.20 0.05
H 0.30 -0.36 0.34
H 1.51 -0.42 -0.23
S -0.40 -0.47 -0.94
C -1.27 1.48 0.84
N 1.24 0.74 1.60
C -0.23 -1.11 -0.17
C 0.02 0.16 -0.60
N -2.18 2.04 -0.11
H 0.14 -0.65 -0.59
H 0.18 -0.01 -0.46
H 0.12 0.18 0.56
H 0.30 -0.06 -0.38
H -0.07 0.00 0.47
H 1.81 -2.42 -0.67

Calculated values
Energy above the lowest of the compared OMol25 structures with the same formula, charge and spin (eV): 0.164
Energy (eV): -91359.9596
Total charge: +2
E_LUMO (Eh): -0.251
Frontier orbital gap (eV): 7.1
Largest force on an atom (eV/Å): 3.096
M (Da): 907.39

---

[4]
Below is 2 unconnected molecules or ions with the total composition C3H5F2N in a non-equilibrium geometry, with properties calculated with ωB97M-V/def2-TZVPD.

Each line ends with the natural charge from an NBO analysis.
Positions of all 11 atoms, in Å:
C (0.165695, 0.659458, 1.056900)  -0.543
C (0.806248, 0.659063, -0.226271)  0.267
C (-0.013730, -0.541623, -0.007100)  0.433
N (-1.292769, -0.770414, -0.630294)  -0.852
F (2.141599, 0.472838, -0.415616)  -0.333
F (0.691087, -1.652144, 0.263773)  -0.324
H (0.703179, 0.337851, 1.960636)  0.241
H (-0.664448, 1.207737, 1.441508)  0.252
H (0.351770, 1.794242, -1.286695)  0.092
H (-1.703901, -1.712733, -0.603356)  0.395
H (-1.184732, -0.454272, -1.553482)  0.372

Forces on the atoms, in the same order (eV/Å):
C 0.19 -2.58 2.09
C -0.45 3.44 -4.94
C -1.80 1.22 0.99
N 0.74 0.03 0.97
F -0.51 0.24 0.56
F 0.42 -0.63 0.23
H 0.51 0.06 -0.68
H -0.64 0.67 -0.88
H 1.07 -3.30 2.92
H 0.78 0.68 0.32
H -0.32 0.17 -1.59

Calculated values
Energy above the lowest of the compared OMol25 structures with the same formula, charge and spin (eV): 2.958
Energy (eV): -10113.3752
E_LUMO (Eh): 0.027
Frontier orbital gap (eV): 10.0
Largest force on an atom (eV/Å): 6.040
M (Da): 93.08

---

Please write out number 4 again, unchanged.
Below is 2 unconnected molecules or ions with the total composition C3H5F2N in a non-equilibrium geometry, with properties calculated with ωB97M-V/def2-TZVPD.

Each line ends with the natural charge from an NBO analysis.
Positions of all 11 atoms, in Å:
C (0.165695, 0.659458, 1.056900)  -0.543
C (0.806248, 0.659063, -0.226271)  0.267
C (-0.013730, -0.541623, -0.007100)  0.433
N (-1.292769, -0.770414, -0.630294)  -0.852
F (2.141599, 0.472838, -0.415616)  -0.333
F (0.691087, -1.652144, 0.263773)  -0.324
H (0.703179, 0.337851, 1.960636)  0.241
H (-0.664448, 1.207737, 1.441508)  0.252
H (0.351770, 1.794242, -1.286695)  0.092
H (-1.703901, -1.712733, -0.603356)  0.395
H (-1.184732, -0.454272, -1.553482)  0.372

Forces on the atoms, in the same order (eV/Å):
C 0.19 -2.58 2.09
C -0.45 3.44 -4.94
C -1.80 1.22 0.99
N 0.74 0.03 0.97
F -0.51 0.24 0.56
F 0.42 -0.63 0.23
H 0.51 0.06 -0.68
H -0.64 0.67 -0.88
H 1.07 -3.30 2.92
H 0.78 0.68 0.32
H -0.32 0.17 -1.59

Calculated values
Energy above the lowest of the compared OMol25 structures with the same formula, charge and spin (eV): 2.958
Energy (eV): -10113.3752
E_LUMO (Eh): 0.027
Frontier orbital gap (eV): 10.0
Largest force on an atom (eV/Å): 6.040
M (Da): 93.08

---

Question: Which formula does entry 2 have?
Answer: C2H7N4S

---

Question: The highest M belongs to which entry?
Answer: C21H22IN7O8S3W

---

Please write out number 4 again, unchanged.
Below is 2 unconnected molecules or ions with the total composition C3H5F2N in a non-equilibrium geometry, with properties calculated with ωB97M-V/def2-TZVPD.

Each line ends with the natural charge from an NBO analysis.
Positions of all 11 atoms, in Å:
C (0.165695, 0.659458, 1.056900)  -0.543
C (0.806248, 0.659063, -0.226271)  0.267
C (-0.013730, -0.541623, -0.007100)  0.433
N (-1.292769, -0.770414, -0.630294)  -0.852
F (2.141599, 0.472838, -0.415616)  -0.333
F (0.691087, -1.652144, 0.263773)  -0.324
H (0.703179, 0.337851, 1.960636)  0.241
H (-0.664448, 1.207737, 1.441508)  0.252
H (0.351770, 1.794242, -1.286695)  0.092
H (-1.703901, -1.712733, -0.603356)  0.395
H (-1.184732, -0.454272, -1.553482)  0.372

Forces on the atoms, in the same order (eV/Å):
C 0.19 -2.58 2.09
C -0.45 3.44 -4.94
C -1.80 1.22 0.99
N 0.74 0.03 0.97
F -0.51 0.24 0.56
F 0.42 -0.63 0.23
H 0.51 0.06 -0.68
H -0.64 0.67 -0.88
H 1.07 -3.30 2.92
H 0.78 0.68 0.32
H -0.32 0.17 -1.59

Calculated values
Energy above the lowest of the compared OMol25 structures with the same formula, charge and spin (eV): 2.958
Energy (eV): -10113.3752
E_LUMO (Eh): 0.027
Frontier orbital gap (eV): 10.0
Largest force on an atom (eV/Å): 6.040
M (Da): 93.08